{
  "formula": "C3H4BrN",
  "method": "wB97M-V/def2-TZVPD",
  "energy_ha": -2745.402685,
  "spin_multiplicity": 1,
  "gap_ha": 0.38621,
  "de_lowest_kcal_mol": 37.23,
  "largest_force_ev_per_a": 0.57,
  "species": ["C", "C", "C", "N", "Br", "H", "H", "H", "H"],
  "coordinates": [[0.04049, 2.12244, -1.21485], [0.42159, -1.47354, 0.66828], [-0.29401, -1.21887, -0.40602], [0.15694, 2.66066, -0.19627], [-2.16480, -0.95420, -0.36494], [0.24155, 3.15209, 0.66671], [1.48793, -1.61124, 0.59326], [-0.01126, -1.56593, 1.64933], [0.12157, -1.11142, -1.39549]]
}


{
  "formula": "C4H5NO",
  "method": "wB97M-V/def2-TZVPD",
  "energy_ha": -285.262491,
  "spin_multiplicity": 1,
  "smiles": "Cc1ccon1",
  "gap_ha": 0.38346,
  "de_lowest_kcal_mol": 95.44,
  "largest_force_ev_per_a": 2.00,
  "species": ["C", "C", "C", "C", "O", "N", "H", "H", "H", "H", "H"],
  "coordinates": [[1.26671, 0.50371, -1.16192], [0.17476, 0.20725, -0.16984], [-0.24343, -1.09183, 0.40987], [-1.13961, -0.60829, 1.33758], [-1.34870, 0.70257, 1.29002], [-0.45643, 1.21639, 0.35063], [1.35089, 1.58385, -1.32370], [2.24340, 0.13186, -0.82744], [1.04318, 0.01976, -2.11481], [-1.35739, -1.47951, 0.14199], [-1.63132, -1.16994, 2.11873]]
}


{
  "formula": "C3H10N2S",
  "method": "wB97M-V/def2-TZVPD",
  "energy_ha": -627.686045,
  "spin_multiplicity": 2,
  "gap_ha": [0.42006, 0.25885],
  "de_lowest_kcal_mol": 21.92,
  "largest_force_ev_per_a": 2.85,
  "charge": 1,
  "s2": 0.753,
  "species": ["C", "C", "S", "H", "H", "H", "H", "H", "N", "C", "N", "H", "H", "H", "H", "H"],
  "coordinates": [[-1.95294, 1.05442, 0.08515], [-2.23741, -0.44951, -0.13954], [-0.74674, -1.49754, 0.04192], [-1.52104, 1.22459, 1.17184], [-1.22620, 1.41524, -0.68471], [-2.89474, 1.64417, 0.00602], [-2.97053, -0.82037, 0.58645], [-2.67835, -0.61751, -1.11573], [2.52913, -1.19191, 0.57600], [2.47484, -0.02438, -0.12715], [1.34923, 0.42226, -0.62622], [1.63921, -1.58893, 0.77744], [3.24135, -1.23127, 1.28552], [3.42272, 0.59002, -0.18963], [1.35607, 1.25222, -1.29047], [0.21538, -0.18150, -0.35690]]
}


{
  "formula": "C5H4O2",
  "method": "wB97M-V/def2-TZVPD",
  "energy_ha": -343.271555,
  "spin_multiplicity": 1,
  "gap_ha": 0.31879,
  "de_lowest_kcal_mol": 75.81,
  "largest_force_ev_per_a": 0.52,
  "species": ["O", "C", "O", "C", "C", "C", "C", "H", "H", "H", "H"],
  "coordinates": [[2.36468, -1.37774, 0.12494], [1.28304, -0.85922, 0.07111], [0.15364, -1.65678, 0.09785], [-1.12718, -1.20837, 0.29207], [-1.28317, 0.18713, 0.17552], [-0.16489, 1.11308, -0.02055], [1.06684, 0.59350, -0.06225], [-1.67774, -0.63219, -0.75921], [-2.27312, 0.57641, 0.40567], [-0.34445, 2.17877, -0.13715], [1.96335, 1.18826, -0.20309]]
}


{
  "formula": "C23H26AsBBaN10S5",
  "method": "wB97M-V/def2-TZVPD",
  "energy_ha": -5717.036880,
  "spin_multiplicity": 2,
  "gap_ha": [0.25294, 0.17148],
  "largest_force_ev_per_a": 2.58,
  "charge": -1,
  "s2": 0.755,
  "species": ["Ba", "C", "C", "C", "C", "N", "N", "B", "N", "C", "C", "C", "C", "N", "N", "C", "C", "C", "C", "N", "N", "C", "C", "C", "C", "N", "H", "H", "H", "H", "H", "H", "H", "H", "H", "H", "H", "H", "H", "H", "H", "H", "H", "H", "H", "H", "S", "As", "S", "S", "S", "N", "C", "N", "C", "C", "C", "C", "C", "C", "S", "H", "H", "H", "H", "H", "H"],
  "coordinates": [[0.49404, 0.60617, -1.85657], [0.60124, -2.30606, -4.13649], [0.11991, -2.70674, -2.79019], [-0.45535, -3.92657, -2.40839], [-0.70705, -3.78547, -1.06378], [-0.29522, -2.56400, -0.68222], [0.19407, -1.90381, -1.73803], [-0.48853, -1.94750, 0.71339], [0.76502, -1.16944, 1.16934], [1.21665, -1.11053, 2.43313], [2.38899, -0.39073, 2.44204], [2.58532, -0.02782, 1.10323], [3.74886, 0.68882, 0.51800], [1.58741, -0.49178, 0.35978], [-1.67134, -0.98398, 0.65344], [-2.87411, -1.05963, 1.24290], [-3.62153, 0.01686, 0.82388], [-2.77950, 0.71813, -0.04829], [-3.08120, 1.96969, -0.79042], [-1.60732, 0.10172, -0.13584], [-0.66900, -3.10815, 1.69525], [0.29065, -4.04139, 1.88672], [-0.18783, -4.96945, 2.77867], [-1.48024, -4.51831, 3.09396], [-2.46096, -5.15372, 4.01971], [-1.74567, -3.40339, 2.43315], [0.65460, -3.16843, -4.79654], [1.58761, -1.84705, -4.07120], [-0.07737, -1.57827, -4.58452], [-0.65793, -4.77964, -3.02450], [-1.14774, -4.47958, -0.37778], [0.70100, -1.57423, 3.25023], [3.01352, -0.17141, 3.28542], [4.46913, 0.92126, 1.29858], [3.42860, 1.61848, 0.05048], [4.22587, 0.06298, -0.23616], [-3.09993, -1.86238, 1.91493], [-4.62728, 0.26192, 1.10194], [-4.09645, 2.29286, -0.57809], [-2.97656, 1.80351, -1.86070], [-2.38043, 2.74703, -0.49482], [1.23269, -3.97999, 1.37865], [0.30122, -5.84684, 3.14997], [-2.04407, -6.05997, 4.45269], [-3.37407, -5.41088, 3.48632], [-2.72717, -4.47390, 4.82707], [1.26828, 3.86878, -5.24296], [1.05261, 1.76110, -4.99627], [-0.89722, 1.36416, -4.17084], [2.58930, 1.07725, -3.67972], [1.21574, 0.83804, -6.90307], [-0.99806, 4.20980, -2.68432], [-0.25844, 4.38306, -1.59459], [0.02562, 3.46480, -0.73175], [0.67483, 3.96330, 0.36150], [1.08092, 3.22560, 1.46826], [1.77401, 3.86766, 2.47777], [2.03618, 5.23299, 2.41608], [1.60026, 5.99184, 1.34453], [0.92711, 5.35026, 0.32327], [0.29070, 6.02430, -1.15129], [-1.09717, 3.24403, -3.02651], [-0.93189, 4.90265, -3.41380], [0.84835, 2.16878, 1.50070], [2.13381, 3.29659, 3.32105], [2.60403, 5.70435, 3.20395], [1.78848, 7.05228, 1.28969]]
}


{
  "formula": "C4H5FeO3",
  "method": "wB97M-V/def2-TZVPD",
  "energy_ha": -1644.729336,
  "spin_multiplicity": 6,
  "gap_ha": [0.33467, 0.27638],
  "de_lowest_kcal_mol": 0.00,
  "largest_force_ev_per_a": 2.67,
  "s2": 8.772,
  "species": ["O", "C", "C", "O", "Fe", "H", "H", "H", "O", "C", "C", "H", "H"],
  "coordinates": [[0.82888, 0.86085, 0.94797], [1.49125, 0.04744, 1.61173], [1.82782, -1.29684, 1.04292], [1.14614, -1.59131, -0.10131], [0.12348, -0.14110, -0.74137], [2.05868, 0.40141, 2.49378], [1.63807, -2.01171, 1.87876], [2.93851, -1.30357, 0.93050], [-1.72702, 0.51173, -1.00115], [-1.20705, 1.37585, -1.88864], [0.14126, 1.53736, -1.99969], [-1.95105, 2.05062, -2.36273], [0.46418, 2.43303, -2.54758]]
}